[1]
18
Properties=species:S:1:pos:R:3:forces:R:3 method="wB97M-V/def2-TZVPD" smiles=CSSCCN.O
N -0.858 -1.404 1.253 -0.88 -0.82 -0.31
C -0.812 -1.886 -0.112 0.04 -0.43 -0.38
C -1.446 -1.022 -1.217 1.07 1.30 0.98
S -1.232 0.811 -0.938 -0.31 -0.20 -0.49
S 0.647 1.121 -0.212 0.04 -0.25 0.55
C 1.818 0.448 -1.406 0.42 0.97 -0.71
H -1.526 -0.655 1.339 0.26 0.27 0.30
H 0.044 -1.179 1.617 0.14 0.61 0.04
H -1.306 -2.863 -0.199 0.08 -0.01 0.08
H 0.226 -2.058 -0.406 0.05 0.03 0.11
H -2.524 -1.128 -1.306 -0.03 -0.13 -0.17
H -0.906 -1.179 -2.144 -0.46 -0.46 -0.26
H 1.301 -0.084 -2.198 0.07 -0.41 0.16
H 2.597 -0.111 -0.895 -0.34 -0.49 0.07
H 2.357 1.261 -1.900 -0.19 0.10 -0.01
H 1.724 0.694 3.810 -0.12 0.27 0.92
H 2.032 -0.693 3.207 0.01 0.10 0.28
O 1.855 0.228 3.000 0.14 -0.44 -1.16

[2]
18
Properties=species:S:1:pos:R:3:forces:R:3 method="wB97M-V/def2-TZVPD" total_charge=+1 s2=1.758 spin_multiplicity=2
S -3.758 0.575 -0.189 -0.77 0.19 -0.22
S 3.858 -0.142 -0.166 2.59 -0.65 -0.55
C 2.330 0.537 -0.656 -0.25 1.32 -0.18
C 1.339 -0.328 0.134 -0.78 -0.80 -1.89
N -0.093 -0.113 -0.343 0.02 0.35 4.63
C -0.667 1.214 -0.073 1.72 0.86 -3.96
H 3.892 0.007 1.151 -0.41 0.34 0.44
H 2.339 0.268 -1.737 -0.42 0.43 0.65
H 2.317 1.689 -0.532 -0.45 -1.99 -0.08
H 1.581 -1.438 -0.144 -0.48 2.02 1.07
H 1.473 -0.059 1.236 -0.80 -0.66 -1.22
H -0.696 -0.886 0.063 0.24 0.41 -1.43
H -0.287 1.647 0.810 0.50 0.03 1.54
H -0.212 1.977 -0.856 -0.92 -1.48 1.11
H -1.736 1.267 -0.155 -0.11 -0.21 0.01
H -3.025 -1.061 1.106 -0.71 0.23 0.17
H -3.379 -2.586 1.223 0.39 0.53 -0.03
O -2.654 -1.937 1.185 0.63 -0.90 -0.04

The records above yield relative energy (zero: lowest compared OMol25 entry of this formula, charge and spin) values of 13.1; 102.5 kcal/mol, respectively.
The records above yield energy values of -28497.02804; -28484.90182 eV, respectively.